Entry 1:
A molecular structure, C34H51BaClN5O4 in a non-equilibrium geometry. Source: the Open Molecules 2025 dataset; level of theory: the ωB97M-V functional and the def2-TZVPD basis.

## Properties
Frontier orbital gap ... 6.07 eV
Total charge ... -1
Energy above the lowest of the compared OMol25 structures with the same formula, charge and spin ... 2.672 eV
Highest occupied orbital energy ... -3.9 eV

Last column: Löwdin charge in e.
Atoms and positions in Å:
Ba 0.204 -0.614 0.139  1.98
C -2.056 -2.198 -2.024  -0.27
C -2.513 -1.489 -0.889  -0.37
C -2.399 -0.102 -1.168  -0.39
C -1.805 0.037 -2.434  -0.30
C -1.631 -1.250 -2.982  -0.27
C -1.213 -1.512 -4.398  -0.07
C -1.509 1.330 -3.139  -0.06
C -3.042 0.979 -0.342  -0.06
C -3.210 -2.048 0.320  -0.07
C -2.201 -3.682 -2.205  -0.05
H -0.168 -1.281 -4.627  0.06
H -1.811 -0.920 -5.099  0.07
H -1.362 -2.561 -4.668  0.07
H -1.533 2.177 -2.449  0.05
H -2.226 1.556 -3.939  0.07
H -0.519 1.331 -3.608  0.07
H -2.718 0.995 0.703  0.05
H -4.132 0.870 -0.333  0.08
H -2.829 1.972 -0.740  0.05
H -3.268 -1.303 1.118  0.06
H -2.700 -2.920 0.746  0.07
H -4.241 -2.364 0.118  0.08
H -1.263 -4.236 -2.322  0.03
H -2.803 -3.927 -3.087  0.08
H -2.711 -4.122 -1.347  0.07
O 3.449 -2.975 1.836  -0.30
Cl 2.482 -1.938 1.831  0.62
O 1.128 -2.515 1.615  -0.56
O 2.711 -1.035 0.681  -0.56
O 2.455 -1.165 3.012  -0.29
C -2.540 -1.650 4.476  -0.05
C -2.141 -0.223 4.209  -0.29
C -2.558 0.805 5.061  -0.06
C -2.179 2.108 4.775  -0.29
C -2.619 3.240 5.669  -0.07
C -1.397 2.397 3.664  -0.02
C -0.944 1.396 2.767  -0.32
C -1.370 0.080 3.109  -0.05
N -0.188 1.536 1.649  -0.13
C 0.334 2.829 1.242  -0.48
C -0.761 3.842 0.841  -0.08
C -0.153 5.145 0.318  -0.29
C 0.656 4.848 -0.945  -0.12
C 1.771 3.859 -0.605  -0.29
C 2.697 4.484 0.441  -0.13
C 1.897 4.771 1.713  -0.29
C 0.764 5.749 1.386  -0.12
C 1.309 3.465 2.257  -0.08
C 1.165 2.577 -0.031  -0.15
H -2.980 -1.755 5.469  0.07
H -1.681 -2.321 4.412  0.08
H -3.275 -1.996 3.746  0.07
H -3.162 0.583 5.933  0.10
H -3.154 2.868 6.544  0.06
H -3.283 3.927 5.138  0.07
H -1.765 3.824 6.018  0.07
H -1.133 3.432 3.506  0.08
H -1.050 -0.775 2.518  0.05
H -1.427 4.051 1.677  0.11
H -1.377 3.376 0.067  0.11
H -0.954 5.853 0.079  0.14
H 1.086 5.769 -1.353  0.12
H 0.001 4.426 -1.715  0.11
H 2.343 3.621 -1.508  0.14
H 3.136 5.408 0.050  0.11
H 3.522 3.802 0.667  0.12
H 2.557 5.214 2.466  0.13
H 1.178 6.700 1.032  0.11
H 0.186 5.965 2.291  0.12
H 0.815 3.649 3.210  0.10
H 2.103 2.737 2.455  0.13
H 1.962 1.858 0.204  0.10
H 0.512 2.133 -0.797  0.09
C 3.343 -2.754 -1.753  -0.18
N 1.886 -2.945 -1.665  -0.10
C 1.637 -4.266 -1.063  -0.17
N 2.245 -5.350 -1.838  -0.08
C 3.685 -5.093 -1.912  -0.17
N 3.993 -3.806 -2.542  -0.09
C 3.405 -3.809 -3.882  -0.19
N 1.961 -4.027 -3.854  -0.08
C 1.361 -2.973 -3.034  -0.19
C 1.705 -5.309 -3.197  -0.18
H 3.766 -2.750 -0.750  0.10
H 3.542 -1.784 -2.215  0.13
H 0.559 -4.422 -0.999  0.12
H 2.052 -4.278 -0.055  0.11
H 4.158 -5.891 -2.491  0.12
H 4.097 -5.097 -0.901  0.13
H 3.875 -4.599 -4.475  0.12
H 3.609 -2.847 -4.359  0.12
H 0.285 -3.095 -2.993  0.08
H 1.577 -2.010 -3.501  0.12
H 2.165 -6.108 -3.785  0.12
H 0.627 -5.479 -3.157  0.12


Entry 2:
A molecular structure, C11H21BiCl2NO in a non-equilibrium geometry. Source: the Open Molecules 2025 dataset; level of theory: the ωB97M-V functional and the def2-TZVPD basis.

## Properties
Frontier orbital gap ... 5.84 eV
Total charge ... -1
Energy above the lowest of the compared OMol25 structures with the same formula, charge and spin ... 1.614 eV
Highest occupied orbital energy ... -3.1 eV

Last column: natural (NBO) charge in e.
Atoms and positions in Å:
Bi 1.754 -0.171 -1.018  1.36
Cl -0.180 -1.847 -1.204  -0.72
Cl 1.988 2.242 -0.153  -0.73
C 3.672 -0.960 -1.344  -1.24
H 4.479 -0.287 -1.491  0.18
H 3.738 -1.651 -2.187  0.18
C -0.582 1.621 -2.322  -0.12
C 0.575 1.153 -2.708  -0.36
H -0.574 2.437 -1.578  0.23
C 0.746 0.022 -3.717  -0.49
H 1.528 1.603 -2.530  0.25
C -0.467 -0.006 -4.657  -0.38
H 1.652 0.088 -4.318  0.21
H 0.815 -0.968 -3.205  0.25
C -1.731 -0.112 -3.764  -0.41
H -0.543 0.965 -5.187  0.18
H -0.460 -0.817 -5.427  0.20
C -1.858 0.905 -2.580  -0.46
H -2.642 0.072 -4.346  0.19
H -1.775 -1.128 -3.332  0.23
H -2.687 1.632 -2.685  0.19
H -2.041 0.355 -1.638  0.25
C -0.516 -0.257 5.531  -0.40
N -0.770 -0.567 4.131  -0.45
C -2.034 -1.177 3.794  -0.40
C 0.104 -0.293 3.110  0.67
C 1.375 0.437 3.466  -0.72
O -0.163 -0.619 1.947  -0.60
H -1.329 -0.689 6.125  0.20
H -0.481 0.830 5.713  0.19
H 0.438 -0.696 5.861  0.20
H -2.649 -0.502 3.183  0.20
H -1.879 -2.106 3.232  0.22
H -2.562 -1.395 4.723  0.18
H 2.142 0.132 2.750  0.26
H 1.205 1.515 3.338  0.25
H 1.711 0.238 4.488  0.20


Entry 3:
C5H10S3 in the gas phase in a non-equilibrium geometry. Source: the Open Molecules 2025 dataset; level of theory: the ωB97M-V functional and the def2-TZVPD basis.

## Properties
Frontier orbital gap ... 8.34 eV
Energy above the lowest of the compared OMol25 structures with the same formula, charge and spin ... 0.839 eV
SMILES string ... CCC(=S)SCCS
Highest occupied orbital energy ... -8.6 eV

Last column: natural (NBO) charge in e.
Atoms and positions in Å:
C 3.663 -0.938 0.468  -0.61
C 2.439 -1.115 -0.361  -0.48
C 1.434 -0.042 -0.022  -0.28
S 1.866 1.527 -0.326  -0.05
S -0.181 -0.638 0.082  0.40
C -1.134 0.791 0.308  -0.61
C -2.507 0.507 0.815  -0.51
S -3.544 -0.391 -0.399  -0.06
H 4.305 -1.824 0.396  0.21
H 3.374 -0.683 1.455  0.21
H 4.247 -0.068 0.153  0.23
H 2.670 -0.934 -1.494  0.24
H 2.080 -2.175 -0.224  0.22
H -1.208 1.392 -0.608  0.24
H -0.591 1.403 1.091  0.25
H -3.076 1.426 0.938  0.24
H -2.500 -0.138 1.713  0.23
H -2.921 -1.599 -0.391  0.13


Entry 4:
A molecular structure, C21H42BBr13ClO2 in a non-equilibrium geometry. Source: the Open Molecules 2025 dataset; level of theory: the ωB97M-V functional and the def2-TZVPD basis.

## Properties
Frontier orbital gap ... 6.61 eV
Total charge ... -1
Highest occupied orbital energy ... -4.9 eV

Last column: Löwdin charge in e.
Atoms and positions in Å:
C -4.552 -2.290 -0.590  -0.09
C -3.704 -1.618 -1.689  -0.25
C -3.498 -0.129 -1.386  -0.67
Cl -3.629 0.822 -2.906  0.58
C -2.162 0.139 -0.679  -0.78
Br -2.154 2.210 -0.377  0.56
C -2.048 -0.333 0.774  -0.35
O -1.265 -1.543 0.618  -0.27
B -0.377 -1.334 -0.572  -0.67
C -0.353 -2.570 -1.674  -0.12
C 1.053 -2.750 -2.278  -0.44
C 1.124 -4.048 -3.108  -0.11
C 1.235 -1.580 -3.297  -0.11
O -1.036 -0.170 -1.298  -0.03
H -3.969 -2.367 0.329  0.07
H -4.814 -3.289 -0.939  0.07
H -5.455 -1.708 -0.402  0.07
H -2.775 -2.165 -1.802  0.08
H -4.290 -1.683 -2.605  0.09
H -4.287 0.193 -0.708  0.09
H -1.454 0.329 1.389  -0.01
H -3.029 -0.450 1.241  0.11
H 0.792 -1.180 -0.215  0.09
H -0.999 -2.298 -2.512  0.08
H -0.717 -3.520 -1.257  0.10
H 1.822 -2.706 -1.504  0.06
H 0.120 -4.355 -3.408  0.02
H 1.562 -4.882 -2.552  0.07
H 1.700 -3.934 -4.032  0.04
H 0.311 -1.400 -3.845  0.08
H 1.472 -0.684 -2.721  0.04
H 2.043 -1.852 -3.977  0.00
Br 4.727 -1.085 -4.450  0.64
C 4.956 0.415 -3.234  -0.68
C 5.305 -0.055 -1.848  -0.71
Br 3.730 -0.751 -0.944  0.75
H 4.034 0.988 -3.261  0.06
H 5.765 1.008 -3.657  0.05
H 5.651 0.775 -1.237  0.01
H 6.056 -0.839 -1.840  0.04
Br -0.801 -6.962 -4.210  0.63
C -0.547 -5.969 -5.859  -0.69
C 0.422 -6.656 -6.784  -0.70
Br 2.266 -6.430 -6.206  0.61
H -0.228 -4.971 -5.574  0.04
H -1.532 -5.917 -6.318  0.06
H 0.377 -6.213 -7.776  0.05
H 0.246 -7.724 -6.854  0.04
Br 0.353 2.910 3.051  0.62
C -0.011 4.799 3.359  -0.70
C -1.370 5.192 2.842  -0.72
Br -1.384 5.355 0.908  0.59
H 0.792 5.356 2.888  0.05
H 0.038 4.930 4.438  0.05
H -1.651 6.175 3.218  -0.06
H -2.138 4.468 3.099  0.05
Br 5.240 3.227 2.630  0.58
C 4.627 1.447 2.125  -0.70
C 5.631 0.390 2.499  -0.68
Br 7.149 0.365 1.275  0.62
H 4.420 1.473 1.060  0.02
H 3.696 1.297 2.668  0.05
H 5.183 -0.598 2.418  0.06
H 6.037 0.526 3.496  0.05
Br -1.887 8.498 4.292  0.67
C -3.709 8.811 4.898  -0.68
C -4.700 7.978 4.129  -0.70
Br -5.016 8.699 2.352  0.62
H -3.893 9.876 4.804  0.05
H -3.713 8.534 5.950  0.06
H -5.669 7.991 4.623  0.06
H -4.374 6.951 3.998  0.05
Br 0.956 -3.336 5.520  0.58
C 0.549 -1.429 5.550  -0.70
C -0.788 -1.129 4.923  -0.66
Br -0.738 -1.219 2.964  0.96
H 1.367 -0.929 5.041  0.04
H 0.561 -1.158 6.604  0.05
H -1.084 -0.107 5.164  0.05
H -1.563 -1.817 5.248  0.04


no.,E (eV)
1,-64940.097
2,-46169.204
3,-37852.133
4,-950307.917